ORCA calculation (ωB97M-V/def2-TZVPD) on C32H28BiNO2PS as an isolated structure at a distorted geometry.

Calculated values
- Total charge: +1
- Calculated total energy: -2395.24697 Eh
- Max |F|: 1.6 eV/A

```
66
Properties=species:S:1:pos:R:3:mulliken_charge:R:1
Bi 1.20770 -0.65760 -1.65270 1.08
O 3.54690 -0.78910 0.51060 -0.49
C 2.93980 -0.03320 -0.19170 -0.20
C 3.19120 1.41890 -0.28360 0.51
C 4.46220 1.90800 0.02780 -0.75
C 4.72550 3.26280 -0.03730 -0.62
C 3.72250 4.14790 -0.40360 -0.81
C 2.46100 3.67320 -0.71560 -0.20
C 2.18860 2.31030 -0.67530 0.31
P 0.45170 1.74460 -0.90750 1.24
C -0.29530 2.85240 0.33460 0.35
C -0.16890 2.53350 1.68030 -0.44
C -0.70340 3.37970 2.63560 -0.67
C -1.35220 4.54190 2.24780 -0.61
C -1.46220 4.86270 0.90600 -0.80
C -0.94370 4.01520 -0.05850 -0.14
C 0.02240 2.38190 -2.55440 0.47
C 1.02550 2.70740 -3.46580 -0.70
C 0.68640 3.16260 -4.72860 -0.77
C -0.64380 3.28730 -5.09530 -0.62
C -1.64260 2.91690 -4.20830 -0.74
C -1.31260 2.46630 -2.94320 -0.33
H 5.22790 1.20580 0.32000 0.51
H 5.70520 3.63390 0.21820 0.44
H 3.91990 5.20810 -0.42980 0.45
H 1.67890 4.36670 -0.99170 0.49
H 0.35100 1.63010 1.96930 0.51
H -0.61930 3.13510 3.68310 0.47
H -1.75510 5.20920 2.99440 0.44
H -1.95240 5.77610 0.60280 0.46
H -1.03490 4.26480 -1.10580 0.43
H 2.06740 2.61790 -3.18770 0.41
H 1.46530 3.42000 -5.42960 0.44
H -0.90360 3.67340 -6.06880 0.42
H -2.67890 2.97990 -4.50370 0.46
H -2.07750 2.16800 -2.24310 0.49
C -4.63970 0.10420 -1.05060 -0.97
C -4.32650 1.15910 -0.01420 -0.78
S -2.62480 1.01980 0.68950 0.69
O -1.73050 0.70930 -0.47730 -0.90
C -2.79700 -0.55860 1.63560 -0.80
C -2.64660 -1.82140 0.81560 -0.90
H -5.50520 0.39120 -1.64510 0.40
H -4.85380 -0.85580 -0.58750 0.21
H -3.78870 -0.01340 -1.72110 0.23
H -4.99960 1.13010 0.83990 0.66
H -4.36420 2.16340 -0.44120 0.34
H -3.75560 -0.48580 2.14260 0.54
H -2.00500 -0.48980 2.37950 0.34
H -3.59980 -2.19320 0.45700 0.33
H -2.18950 -2.60400 1.41640 0.34
H -2.00390 -1.63060 -0.04170 0.19
N -0.23980 -10.11230 0.60200 -0.45
C -0.20490 -8.97260 0.49990 -0.04
C -0.14760 -7.56310 0.38750 0.58
C 0.52770 -6.82000 1.35760 -0.58
C 0.62240 -5.44840 1.23940 -0.58
C 0.04040 -4.80290 0.14690 0.25
C -0.68260 -5.54500 -0.79390 -0.47
C -0.76710 -6.91590 -0.68410 -0.68
C 0.26560 -3.43010 -0.11380 0.82
C 0.49390 -2.28750 -0.43770 -1.09
H 0.98530 -7.32980 2.19120 0.46
H 1.16260 -4.87930 1.98140 0.47
H -1.15620 -5.03450 -1.62010 0.47
H -1.30010 -7.49080 -1.42590 0.46
```


ORCA calculation (ωB97M-V/def2-TZVPD) on one molecule with the formula C5H10N2O2 at a distorted geometry.

Calculated values
- Total charge: 0
- Calculated total energy: -456.42482 Eh
- SMILES string: CC1=C(O)[C@@](C)(O)N1N
- Max |F|: 1.5 eV/A

```
19
Properties=species:S:1:pos:R:3:mulliken_charge:R:1
C -2.49477 -0.11826 -0.25506 -1.09
C -1.01917 -0.23842 -0.35043 -0.19
C -0.10504 -1.21703 -0.23243 0.23
O -0.15825 -2.57308 -0.28378 -0.58
C 1.05302 -0.26486 -0.28876 1.02
C 1.77450 0.04046 1.01227 -1.38
O 1.92466 -0.48915 -1.34609 -0.54
N -0.08124 0.81692 -0.58100 -0.02
N -0.12757 1.99174 0.19636 -0.63
H -2.93206 -1.11303 -0.22482 0.32
H -2.88603 0.41667 -1.12075 0.31
H -2.79686 0.42128 0.64549 0.26
H 0.73495 -2.91332 -0.40753 0.32
H 2.52920 -0.72411 1.19213 0.33
H 2.26042 1.01336 0.94339 0.44
H 1.07308 0.06187 1.84143 0.36
H 2.45281 0.30514 -1.48232 0.38
H -0.58840 2.71702 -0.34310 0.27
H -0.61326 1.86679 1.08502 0.20
```